(1)
Computed, not measured: a 3-piece molecular cluster, C14H20N2O3 overall at a distorted geometry, with ωB97M-V with the def2-TZVPD basis set.

Kohn-Sham gap   0.3197 hartree
Energy relative to the best compared isomer or geometry (same formula, charge and spin)   301.5 kcal/mol
LUMO energy   -0.105 eV
E   -880.2964 Ha

Structure (XYZ):
```
39
C14H20N2O3, DFT ωB97M-V with the def2-TZVPD basis set
C -0.93 -0.75 -0.99
C 0.06 0.19 -0.08
C -2.01 -1.30 0.03
C -3.08 -0.29 0.11
C -3.00 1.06 0.54
C -4.39 -0.59 -0.33
C -4.06 1.96 0.65
C -5.41 0.36 -0.39
C -5.32 1.65 0.04
C 2.41 0.67 0.26
C 3.20 1.72 -0.65
C 3.49 -0.05 1.09
C 3.94 -1.00 0.10
C 2.91 -0.76 2.27
H -0.19 -2.43 -2.64
H 1.20 -2.03 -1.36
H -1.63 0.15 -1.44
H -1.76 -1.42 1.03
H -2.29 -2.39 -0.27
H -2.18 1.44 1.01
H -4.78 -1.85 -0.19
H -4.01 3.14 0.73
H -6.22 0.19 -0.97
H -6.20 2.43 0.04
H 1.73 -0.27 -1.50
H 2.11 1.53 1.01
H 4.20 0.71 1.61
H 5.43 -1.40 0.19
H 4.00 -0.81 -1.17
H 3.15 -2.07 0.14
H 3.77 -1.19 2.70
H 2.24 -0.11 2.98
H 2.23 -1.54 1.99
H 3.66 1.62 -2.63
N -0.02 -1.42 -1.89
N 1.38 0.16 -0.56
O -0.33 0.63 0.98
O 3.71 2.88 -0.48
O 3.01 1.20 -1.98
```


(2)
Computed, not measured: a 6-piece molecular cluster, CH15NO5 overall at a distorted geometry, with ωB97M-V with the def2-TZVPD basis set.

Kohn-Sham gap (alpha / beta)   0.3534 / 0.1631 hartree
Net charge   +1
Spin multiplicity   2
Energy relative to the best compared isomer or geometry (same formula, charge and spin)   57.7 kcal/mol
LUMO energy (alpha / beta)   -4.137 / -9.317 eV
E   -477.6080 Ha

Structure (XYZ):
```
22
CH15NO5, DFT ωB97M-V with the def2-TZVPD basis set
C -2.69 -0.86 -1.00
N -1.84 -1.64 -0.11
H -2.15 -0.17 -1.49
H -3.52 -0.36 -0.35
H -3.01 -1.74 -1.77
H -1.46 -2.45 -0.63
H -0.79 -1.26 0.06
H 0.80 -2.28 -0.29
H 1.05 -2.39 -1.76
O 0.50 -2.72 -1.07
H 3.66 0.45 -2.48
H 2.46 1.28 -1.61
O 3.01 0.53 -1.71
H -0.89 1.23 -0.34
H -1.05 2.00 0.97
O -0.63 2.19 0.06
H -2.32 -0.64 2.10
H -0.84 -0.23 2.62
O -1.63 0.06 2.13
H 1.99 1.75 1.54
H 2.62 3.04 2.10
O 2.81 2.24 1.60
```


(3)
Computed, not measured: one molecule with the formula C3H8N2S at a distorted geometry, with ωB97M-V with the def2-TZVPD basis set.

Kohn-Sham gap   0.3385 hartree
Energy relative to the best compared isomer or geometry (same formula, charge and spin)   44.2 kcal/mol
LUMO energy   0.719 eV
E   -626.7528 Ha

Structure (XYZ):
```
14
C3H8N2S, DFT ωB97M-V with the def2-TZVPD basis set
C -2.16 1.21 -0.02
C -2.32 -0.30 -0.14
C 1.01 0.04 0.38
H -2.07 1.50 0.98
H -3.08 1.65 -0.37
H -1.33 1.57 -0.60
H -3.24 -0.62 0.41
H -2.53 -0.54 -1.20
H -0.97 -1.20 1.23
H 0.33 -1.04 -1.15
H 0.66 0.39 1.39
N -1.12 -1.04 0.22
N 0.04 -0.54 -0.31
S 2.54 0.23 -0.09
```


(4)
Computed, not measured: C37H36Cl3N4O2PPtS2 as an isolated structure at a distorted geometry, with ωB97M-V with the def2-TZVPD basis set.

Kohn-Sham gap (alpha / beta)   0.1943 / 0.1006 hartree
Net charge   +2
Spin multiplicity   3
Energy relative to the best compared isomer or geometry (same formula, charge and spin)   0.0 kcal/mol
LUMO energy (alpha / beta)   -6.169 / -9.620 eV
E   -4438.0628 Ha

Structure (XYZ):
```
86
C37H36Cl3N4O2PPtS2, DFT ωB97M-V with the def2-TZVPD basis set
Pt 11.97 13.56 11.75
N 9.88 12.19 13.35
P 10.75 13.77 13.56
C 11.48 13.44 15.17
C 11.02 14.00 16.37
C 11.44 13.45 17.60
C 12.26 12.34 17.64
C 12.71 11.77 16.46
C 12.32 12.32 15.25
C 9.53 15.04 13.64
C 8.16 14.73 13.49
C 7.23 15.73 13.71
C 7.65 17.07 13.89
C 8.99 17.38 13.89
C 9.93 16.37 13.84
C 10.05 11.44 12.21
C 9.31 10.29 11.89
C 9.48 9.69 10.63
C 10.26 10.32 9.66
C 10.91 11.48 9.97
N 10.85 11.93 11.25
H 9.40 11.75 14.13
H 10.33 14.87 16.40
H 11.13 13.93 18.52
H 12.57 11.95 18.59
H 13.43 10.98 16.47
H 12.65 11.86 14.31
H 7.81 13.74 13.24
H 6.16 15.44 13.76
H 6.90 17.78 14.14
H 9.34 18.40 14.03
H 10.99 16.58 13.98
H 8.61 9.84 12.63
H 8.97 8.78 10.34
H 10.34 9.90 8.66
H 11.42 12.11 9.22
O 11.77 15.05 9.66
S 10.30 15.47 9.67
C 10.21 17.25 9.23
C 9.26 17.33 8.09
C 9.43 16.12 7.15
C 9.76 14.86 8.01
H 11.24 17.54 8.94
H 9.91 17.79 10.12
H 9.35 18.29 7.53
H 8.23 17.28 8.52
H 10.26 16.32 6.47
H 8.52 15.96 6.58
H 10.66 14.36 7.62
H 8.96 14.12 8.11
Cl 19.94 6.00 8.27
C 18.95 7.28 8.73
C 19.54 8.55 8.81
C 18.86 9.65 9.24
C 17.47 9.52 9.62
C 16.77 10.71 10.23
C 16.33 11.58 9.04
N 15.34 12.56 9.42
C 15.43 13.99 9.39
C 14.37 14.45 10.16
N 13.69 13.38 10.65
C 14.29 12.26 10.23
O 17.76 11.42 11.01
C 17.39 11.93 12.30
C 16.76 10.94 13.23
C 17.44 9.83 13.75
Cl 19.07 9.44 13.58
S 16.43 8.83 14.70
C 15.07 9.89 14.48
C 15.44 10.98 13.75
C 16.87 8.28 9.45
Cl 15.16 8.08 9.71
C 17.59 7.12 9.04
H 20.57 8.63 8.52
H 19.26 10.62 9.38
H 15.89 10.32 10.75
H 15.85 10.96 8.26
H 17.22 12.09 8.62
H 16.13 14.46 8.72
H 14.05 15.46 10.36
H 13.90 11.24 10.43
H 16.63 12.73 12.17
H 18.32 12.34 12.69
H 14.08 9.61 14.83
H 14.79 11.83 13.51
H 17.03 6.18 8.93
```


(5)
Computed, not measured: one molecule with the formula C6H5NO at a distorted geometry, with ωB97M-V with the def2-TZVPD basis set.

Kohn-Sham gap   0.2464 hartree
Energy relative to the best compared isomer or geometry (same formula, charge and spin)   158.0 kcal/mol
LUMO energy   -0.391 eV
E   -361.3325 Ha

Structure (XYZ):
```
13
C6H5NO, DFT ωB97M-V with the def2-TZVPD basis set
C -2.77 2.05 0.02
C -2.34 0.90 -0.13
C -0.36 -2.07 -0.10
C -1.66 -0.21 0.01
C 0.90 -0.04 -0.09
C 2.29 0.52 0.00
N -1.51 -1.46 -0.11
O 0.86 -1.35 -0.18
H -3.07 2.99 -0.07
H -0.19 -3.16 0.10
H 2.69 1.13 -0.74
H 2.30 1.06 1.00
H 2.86 -0.35 0.30
```


(6)
Computed, not measured: an isolated ion of composition C5H14N2O and charge +2 at a distorted geometry, with ωB97M-V with the def2-TZVPD basis set.

Kohn-Sham gap   0.3714 hartree
Net charge   +2
Energy relative to the best compared isomer or geometry (same formula, charge and spin)   39.9 kcal/mol
LUMO energy   -8.065 eV
E   -382.9753 Ha

Structure (XYZ):
```
22
C5H14N2O, DFT ωB97M-V with the def2-TZVPD basis set
C -1.32 1.93 0.53
O -2.05 1.45 -0.59
C -0.41 0.72 0.89
C -0.17 -0.18 -0.39
C 1.10 -0.98 -0.10
C 2.48 -1.64 -2.09
N 2.02 -0.78 -1.29
N -1.27 -0.11 1.85
H -2.09 2.26 1.26
H -0.55 2.67 0.32
H -2.90 1.88 -0.73
H 0.56 1.00 1.35
H -0.29 0.35 -1.33
H -0.87 -1.03 -0.62
H 0.91 -2.05 -0.12
H 1.58 -0.92 0.89
H 3.24 -1.39 -2.82
H 2.28 -2.69 -1.86
H 2.20 0.26 -1.38
H -1.36 0.39 2.74
H -2.27 -0.13 1.47
H -0.83 -1.01 2.02
```